Record 1
Formula: C28H34BBr2CoN9OS
Source: the OMol25 dataset
Level of theory: ωB97M-V with the def2-TZVPD basis set

Cartesian coordinates (Å):
Co: 0.07 0.08 0.21
C: 2.86 -2.16 0.63
C: 2.04 -2.26 -0.60
C: 2.16 -3.12 -1.69
C: 1.18 -2.73 -2.59
C: 0.88 -3.30 -3.93
N: 0.52 -1.69 -2.05
N: 1.03 -1.42 -0.83
B: -0.50 -0.75 -2.72
N: 0.15 0.66 -2.66
N: 0.79 1.05 -1.55
C: 1.36 2.23 -1.78
C: 2.19 2.93 -0.77
C: 1.07 2.62 -3.09
C: 0.30 1.59 -3.62
C: -0.31 1.49 -4.97
N: -1.78 -0.74 -1.87
N: -1.73 -0.46 -0.55
C: -2.97 -0.54 -0.06
C: -3.27 -0.27 1.37
C: -3.84 -0.89 -1.09
C: -3.05 -1.02 -2.22
C: -3.47 -1.37 -3.60
H: 3.92 -2.19 0.38
H: 2.65 -3.00 1.30
H: 2.63 -1.23 1.14
H: 2.88 -3.91 -1.81
H: 1.49 -4.18 -4.10
H: 1.09 -2.56 -4.70
H: -0.18 -3.56 -4.00
H: -0.71 -1.07 -3.82
H: 2.20 2.35 0.15
H: 1.80 3.92 -0.56
H: 3.21 3.03 -1.13
H: 1.38 3.52 -3.58
H: -0.05 2.37 -5.56
H: -1.40 1.43 -4.90
H: 0.04 0.60 -5.49
H: -2.56 0.45 1.78
H: -3.19 -1.19 1.95
H: -4.28 0.11 1.48
H: -4.89 -1.04 -1.01
H: -4.56 -1.47 -3.62
H: -3.02 -2.31 -3.91
H: -3.17 -0.60 -4.30
Br: 2.02 2.06 4.45
C: 0.96 2.95 3.16
C: 0.76 4.33 3.28
C: -0.01 5.01 2.36
Br: -0.22 6.88 2.56
C: -0.63 4.32 1.30
C: -1.45 4.92 0.32
C: -1.98 4.14 -0.68
C: -1.70 2.77 -0.70
N: -0.94 2.18 0.20
C: -0.41 2.93 1.19
C: 0.42 2.21 2.11
O: 0.65 0.95 1.91
H: 1.23 4.86 4.09
H: -1.65 5.98 0.36
H: -2.61 4.57 -1.44
H: -2.10 2.14 -1.48
C: 0.42 -4.67 3.61
N: 0.91 -3.34 3.83
C: 1.71 -3.03 5.00
C: 1.96 -1.52 4.87
N: 1.14 -1.17 3.72
C: 0.58 -2.24 3.17
S: -0.43 -2.18 1.81
H: -0.23 -4.98 4.43
H: 1.26 -5.37 3.55
H: -0.14 -4.69 2.68
H: 2.64 -3.62 4.99
H: 1.16 -3.28 5.91
H: 3.01 -1.28 4.68
H: 1.64 -0.97 5.75
H: 1.10 -0.25 3.30

Its multiplicity is 5. The charge is +1. The gap between HOMO and LUMO (alpha / beta) is 6.85 / 4.24 eV. The expectation value of S² is 6.042.

Results of the Löwdin charge analysis, in e, for atoms 1 through 5:
1 Co 0.6670
2 C -0.0293
3 C -0.3349
4 C 0.0324
5 C -0.2597

Record 2
Formula: C28H34BCaClN11O
Source: the OMol25 dataset
Level of theory: ωB97M-V with the def2-TZVPD basis set

Cartesian coordinates (Å):
Ca: -1.52 1.71 -1.79
C: -5.54 3.11 -2.95
C: -4.32 2.56 -3.33
N: -3.53 2.43 -2.27
N: -4.21 2.89 -1.20
C: -5.43 3.31 -1.59
B: -3.58 2.89 0.20
N: -3.25 1.41 0.58
C: -3.80 0.67 1.56
C: -3.31 -0.61 1.47
C: -2.44 -0.57 0.38
N: -2.41 0.65 -0.13
N: -2.29 3.75 0.18
C: -2.08 4.95 0.77
C: -0.84 5.41 0.39
C: -0.35 4.42 -0.46
N: -1.23 3.44 -0.57
N: -4.48 3.44 1.29
C: -4.15 3.53 2.60
C: -5.23 4.02 3.28
C: -6.22 4.22 2.30
N: -5.73 3.86 1.13
H: -6.38 3.33 -3.58
H: -4.00 2.26 -4.31
H: -6.14 3.71 -0.89
H: -4.51 1.07 2.26
H: -3.54 -1.45 2.09
H: -1.85 -1.37 -0.04
H: -2.80 5.41 1.42
H: -0.36 6.32 0.69
H: 0.59 4.38 -0.98
H: -3.17 3.24 2.95
H: -5.32 4.23 4.33
H: -7.21 4.59 2.40
C: 5.46 -3.67 0.38
C: 5.16 -2.17 0.34
C: 5.75 -1.53 1.60
C: 5.85 -1.60 -0.92
C: 3.62 -1.88 0.24
O: 3.09 -2.36 -0.97
C: 2.87 -2.58 1.41
C: 1.35 -2.56 1.24
C: 0.86 -3.41 0.11
C: 0.19 -2.86 -0.99
C: -0.40 -3.66 -1.94
C: -0.35 -5.05 -1.80
Cl: -1.21 -6.05 -2.89
C: 0.38 -5.61 -0.75
C: 0.99 -4.80 0.18
C: 3.35 -0.34 0.29
N: 2.39 0.11 -0.68
C: 1.12 0.52 -0.51
N: 0.62 0.87 -1.68
C: 1.64 0.65 -2.55
N: 2.71 0.20 -1.96
H: 6.54 -3.82 0.28
H: 4.99 -4.22 -0.43
H: 5.17 -4.12 1.33
H: 6.83 -1.71 1.62
H: 5.34 -1.97 2.50
H: 5.60 -0.46 1.64
H: 6.90 -1.90 -0.92
H: 5.83 -0.51 -0.96
H: 5.39 -1.97 -1.83
H: 3.59 -3.13 -1.26
H: 3.14 -2.10 2.35
H: 3.19 -3.62 1.46
H: 0.99 -1.54 1.13
H: 0.94 -2.97 2.17
H: 0.15 -1.79 -1.11
H: -0.91 -3.23 -2.79
H: 0.45 -6.69 -0.67
H: 1.53 -5.25 1.00
H: 4.28 0.19 0.05
H: 3.02 -0.05 1.28
H: 0.60 0.59 0.42
H: 1.60 0.84 -3.60

Its multiplicity is 2. The charge is +2. The gap between HOMO and LUMO (alpha / beta) is 7.37 / 3.32 eV. The expectation value of S² is 0.765.

Results of the Löwdin charge analysis, in e, for atoms 1 through 5:
1 Ca 1.4184
2 C -0.0218
3 C -0.1326
4 N -0.1525
5 N 0.0116

Record 3
Formula: C28H34CoNO
Source: the OMol25 dataset
Level of theory: ωB97M-V with the def2-TZVPD basis set

Cartesian coordinates (Å):
C: -2.45 0.07 1.11
C: -1.76 1.29 0.90
C: -1.34 1.32 -0.48
H: -1.68 2.10 1.61
C: -1.70 0.06 -1.07
C: -2.34 -0.72 -0.07
H: -1.59 -0.20 -2.12
C: 1.62 -0.34 3.28
C: 0.72 0.74 3.19
C: 0.74 1.25 1.85
H: 0.19 1.19 4.03
C: 1.70 0.44 1.11
C: 2.19 -0.57 2.00
H: -1.03 2.22 -1.01
H: -2.69 -1.73 -0.21
H: -2.98 -0.19 2.01
H: 2.87 -1.37 1.70
H: 0.51 2.28 1.58
H: 1.91 -0.86 4.18
Co: -0.34 -0.11 0.39
C: 2.37 0.88 -0.16
C: 3.72 0.18 -0.31
C: 2.61 2.39 -0.11
H: 4.34 0.38 0.58
H: 4.26 0.59 -1.17
H: 3.60 -0.90 -0.45
H: 3.21 2.63 0.78
H: 1.69 2.99 -0.06
H: 3.19 2.70 -0.99
C: 1.33 0.54 -1.26
C: 1.84 -0.12 -2.50
H: 0.82 1.44 -1.60
H: 0.59 -0.25 -0.85
O: 2.35 -1.24 -2.40
N: 1.61 0.63 -3.66
C: 0.22 0.64 -4.13
H: 2.27 0.43 -4.40
C: -0.52 1.90 -3.75
C: -1.92 1.86 -3.82
H: -2.40 0.95 -4.20
C: -2.69 2.94 -3.39
H: -3.78 2.86 -3.41
C: -2.05 4.10 -2.94
H: -2.64 4.95 -2.60
C: -0.65 4.18 -2.95
H: -0.15 5.11 -2.65
C: 0.12 3.08 -3.36
H: 1.22 3.14 -3.41
H: -0.33 -0.20 -3.69
H: 0.18 0.48 -5.22
C: -2.02 -2.84 3.70
C: -1.05 -3.65 2.82
C: 0.12 -4.20 3.64
C: -1.79 -4.77 2.09
C: -0.51 -2.75 1.79
C: -0.22 -1.82 1.04
H: -2.48 -3.47 4.48
H: -2.83 -2.43 3.08
H: -1.49 -2.01 4.19
H: -0.24 -4.97 4.34
H: 0.86 -4.67 2.97
H: 0.61 -3.41 4.21
H: -2.66 -4.37 1.56
H: -1.13 -5.25 1.36
H: -2.14 -5.53 2.80

Its multiplicity is 4. The charge is -1. The gap between HOMO and LUMO (alpha / beta) is 5.17 / 5.63 eV. The expectation value of S² is 3.776.

Results of the natural (NBO) charge analysis, in e, for atoms 1 through 5:
1 C -0.3027
2 C -0.3034
3 C -0.4275
4 H 0.2308
5 C -0.3314